No. 1
ORCA calculation (ωB97M-V/def2-TZVPD) on a molecular structure, C39H41ClN4O6PSSiTi at a distorted geometry.

CARTESIAN COORDINATES (ANGSTROEM)
Ti: 1.18 -0.18 -0.70
O: 4.49 -0.82 0.10
S: 3.20 -1.09 0.62
O: 3.05 -1.83 1.83
O: 2.35 0.25 0.69
O: 2.28 -1.67 -0.52
O: -0.57 0.48 -2.28
C: -1.73 1.22 -2.73
C: -1.86 2.54 -2.01
C: -0.65 3.46 -2.18
C: -0.01 3.83 -0.87
C: 0.15 5.16 -0.48
C: 0.73 5.44 0.74
C: 1.13 4.38 1.55
C: 0.92 3.10 1.08
N: 0.35 2.81 -0.09
H: 0.21 0.96 -2.62
H: -2.61 0.61 -2.57
H: -1.62 1.37 -3.81
H: -2.01 2.35 -0.94
H: -2.77 3.01 -2.38
H: -0.93 4.38 -2.71
H: 0.11 2.98 -2.81
H: -0.17 5.95 -1.14
H: 0.87 6.46 1.06
H: 1.61 4.55 2.50
H: 1.24 2.24 1.68
Cl: 1.34 -1.84 -3.39
C: 0.36 -3.28 -3.28
C: 0.43 -4.15 -4.36
C: -0.33 -5.30 -4.34
C: -1.15 -5.58 -3.26
C: -1.20 -4.70 -2.19
C: -0.44 -3.53 -2.18
P: -0.56 -2.43 -0.73
C: -2.36 -2.40 -0.48
C: -3.10 -1.89 -1.56
C: -4.48 -1.83 -1.51
C: -5.15 -2.29 -0.39
C: -4.43 -2.83 0.67
C: -3.04 -2.89 0.63
C: 0.15 -3.38 0.64
C: 0.85 -4.56 0.44
C: 1.45 -5.21 1.51
C: 1.37 -4.67 2.79
C: 0.69 -3.47 2.99
C: 0.09 -2.83 1.92
H: 1.07 -3.91 -5.20
H: -0.29 -5.98 -5.18
H: -1.75 -6.48 -3.24
H: -1.85 -4.92 -1.35
H: -2.58 -1.57 -2.45
H: -5.03 -1.43 -2.36
H: -6.23 -2.25 -0.35
H: -4.96 -3.21 1.53
H: -2.51 -3.34 1.45
H: 0.94 -4.99 -0.55
H: 2.00 -6.12 1.35
H: 1.85 -5.17 3.62
H: 0.63 -3.04 3.98
H: -0.43 -1.89 2.09
N: -1.14 3.98 8.85
C: -1.13 3.53 7.79
C: -1.12 2.96 6.46
C: -0.10 3.30 5.58
C: -0.09 2.76 4.30
C: -1.09 1.88 3.94
C: -2.11 1.53 4.81
C: -2.13 2.09 6.07
N: -1.08 1.31 2.62
C: -2.16 1.14 1.78
C: -1.68 0.59 0.65
N: -0.31 0.42 0.78
C: 0.01 0.86 1.98
H: 0.68 3.98 5.89
H: 0.68 3.04 3.60
H: -2.88 0.83 4.50
H: -2.92 1.83 6.77
H: -3.15 1.45 2.06
H: -2.21 0.30 -0.24
H: 0.99 0.82 2.42
C: 4.34 2.32 -1.26
Si: 3.43 1.45 -2.59
C: 4.38 0.07 -3.32
C: 2.87 2.64 -3.88
O: 1.97 0.79 -1.93
H: 5.32 2.63 -1.65
H: 4.52 1.69 -0.39
H: 3.80 3.21 -0.95
H: 5.34 0.45 -3.69
H: 3.85 -0.38 -4.17
H: 4.59 -0.71 -2.59
H: 3.73 3.04 -4.41
H: 2.34 3.48 -3.43
H: 2.22 2.17 -4.62

The value obtained for the lowest unoccupied orbital energy is -3.3646 eV. As for the HOMO energy: -11.31 eV. The energy above the lowest of the compared OMol25 structures with the same formula, charge and spin is 258.1 kJ/mol. The HOMO-LUMO gap comes out at 7.94 eV. As for the calculated total energy: -122993.898 eV. Its charge is +1.

---

No. 2
ORCA calculation (ωB97M-V/def2-TZVPD) on a molecular structure, C39H42BCsN10O2SSi.

CARTESIAN COORDINATES (ANGSTROEM)
Cs: -0.37 0.79 -1.33
C: -3.08 3.87 -2.54
C: -3.20 3.33 -1.15
C: -2.98 4.01 0.07
C: -3.20 3.06 1.03
N: -3.54 1.91 0.41
N: -3.54 2.07 -0.94
B: -3.77 0.53 1.05
N: -4.08 -0.47 -0.08
C: -5.30 -0.57 -0.66
C: -5.16 -1.24 -1.85
C: -3.78 -1.50 -1.94
C: -3.06 -2.20 -3.05
N: -3.14 -1.03 -0.87
N: -2.53 0.20 1.94
C: -2.53 -0.06 3.26
C: -1.25 0.11 3.74
C: -0.50 0.51 2.61
C: 0.93 0.92 2.53
N: -1.28 0.55 1.54
N: -4.99 0.50 2.01
C: -5.66 -0.59 2.44
C: -6.44 -0.21 3.51
C: -6.16 1.16 3.67
C: -6.73 2.12 4.68
N: -5.28 1.57 2.77
H: -2.94 4.95 -2.53
H: -3.98 3.65 -3.12
H: -2.23 3.44 -3.07
H: -2.69 5.03 0.21
H: -3.16 3.11 2.11
H: -6.17 -0.13 -0.20
H: -5.92 -1.48 -2.57
H: -3.69 -2.23 -3.94
H: -2.80 -3.22 -2.79
H: -2.14 -1.68 -3.32
H: -3.44 -0.32 3.78
H: -0.91 0.00 4.75
H: 1.19 1.55 3.38
H: 1.12 1.49 1.62
H: 1.61 0.06 2.54
H: -5.53 -1.55 1.97
H: -7.12 -0.82 4.08
H: -7.26 1.58 5.46
H: -7.42 2.82 4.21
H: -5.93 2.71 5.14
O: 1.96 -1.54 -1.73
S: 3.26 -0.64 -1.81
O: 4.10 -1.16 -2.86
N: 2.66 0.73 -1.78
C: 3.41 1.95 -1.86
C: 4.79 1.97 -2.12
C: 5.46 3.18 -2.18
C: 4.78 4.37 -1.99
C: 3.39 4.39 -1.73
C: 2.65 5.57 -1.54
C: 1.27 5.49 -1.28
C: 0.68 4.25 -1.22
N: 1.34 3.08 -1.39
C: 2.68 3.14 -1.65
C: 4.11 -1.01 -0.29
C: 4.93 -2.13 -0.18
C: 5.53 -2.40 1.03
C: 5.35 -1.54 2.11
C: 4.57 -0.40 1.98
C: 3.94 -0.13 0.77
H: 5.32 1.05 -2.31
H: 6.52 3.19 -2.38
H: 5.30 5.32 -2.04
H: 3.16 6.53 -1.60
H: 0.67 6.38 -1.13
H: -0.38 4.16 -1.00
H: 5.08 -2.77 -1.04
H: 6.15 -3.28 1.14
H: 5.83 -1.76 3.06
H: 4.44 0.27 2.81
H: 3.32 0.75 0.64
C: 1.35 -2.43 1.07
Si: 1.43 -2.82 -0.75
C: -0.28 -3.05 -1.42
C: 2.55 -4.27 -1.09
C: 3.08 -4.45 -2.37
C: 3.94 -5.50 -2.65
C: 4.29 -6.39 -1.64
C: 3.77 -6.23 -0.37
C: 2.91 -5.18 -0.09
H: 0.90 -3.30 1.56
H: 0.68 -1.60 1.26
H: 2.32 -2.24 1.53
H: -0.78 -3.88 -0.91
H: -0.24 -3.29 -2.48
H: -0.91 -2.16 -1.28
H: 2.84 -3.73 -3.15
H: 4.35 -5.61 -3.64
H: 4.97 -7.21 -1.86
H: 4.04 -6.93 0.42
H: 2.53 -5.06 0.91

The value obtained for the lowest unoccupied orbital energy (alpha / beta) is 1.9057 / 1.9039 eV. As for the HOMO energy (alpha / beta): -1.42 / -4.26 eV. The spin multiplicity is 2. The energy above the lowest of the compared OMol25 structures with the same formula, charge and spin is 10.3 kJ/mol. The expectation value of S² is 0.771. The HOMO-LUMO gap (alpha / beta) comes out at 3.33 / 6.16 eV. As for the calculated total energy: -80064.147 eV. Its charge is -1.

---

No. 3
ORCA calculation (ωB97M-V/def2-TZVPD) on 10 unconnected molecules or ions with the total composition C39H42BF9INO32 at a distorted geometry.

CARTESIAN COORDINATES (ANGSTROEM)
C: 1.04 -5.00 2.89
C: 0.15 -5.28 2.13
C: -1.02 -5.61 1.34
C: -1.25 -4.67 0.13
C: -2.67 -4.25 -0.30
O: -3.66 -4.89 -0.31
O: -2.57 -2.94 -0.74
C: -1.61 -2.39 0.19
B: -2.42 -2.56 1.61
C: -3.91 -2.05 1.71
O: -1.84 -3.11 2.74
N: -1.41 -0.94 0.15
C: -0.86 -0.46 -1.07
C: -1.79 -0.27 -2.24
O: 0.31 -0.23 -1.22
C: -0.76 -0.42 1.35
C: 0.55 -0.92 1.89
O: -1.31 0.50 1.90
C: -0.44 -3.35 0.01
I: 0.40 -3.50 -2.03
H: 1.90 -4.76 3.46
H: -0.89 -6.62 0.96
H: -1.91 -5.64 1.97
H: -0.92 -5.28 -0.71
H: -4.63 -2.84 1.53
H: -4.06 -1.22 1.04
H: -4.04 -1.68 2.73
H: -1.69 -2.47 3.43
H: -1.59 0.69 -2.71
H: -2.84 -0.32 -1.97
H: -1.61 -1.02 -3.00
H: 1.40 -0.70 1.25
H: 0.53 -1.97 2.18
H: 0.72 -0.38 2.82
H: 0.47 -3.22 0.58
O: 6.99 1.38 -1.12
C: 5.82 1.35 -1.35
O: 4.86 1.13 -0.42
C: 3.59 1.31 -1.05
C: 3.93 1.09 -2.51
F: 3.16 1.84 -3.33
O: 5.28 1.54 -2.58
H: 3.24 2.33 -0.87
H: 2.86 0.61 -0.68
H: 3.89 0.04 -2.82
O: -6.66 -1.82 1.23
C: -7.01 -0.71 1.46
O: -6.28 0.40 1.21
C: -7.09 1.54 1.50
C: -8.09 0.96 2.47
F: -9.30 1.56 2.37
O: -8.20 -0.38 2.04
H: -7.57 1.89 0.59
H: -6.50 2.34 1.93
H: -7.77 0.98 3.52
O: 0.80 -0.72 5.08
C: 1.00 0.45 5.21
O: 0.60 1.16 6.29
C: 1.14 2.49 6.15
C: 1.35 2.58 4.66
F: 2.42 3.35 4.36
O: 1.65 1.23 4.31
H: 2.07 2.56 6.71
H: 0.44 3.23 6.52
H: 0.48 2.91 4.09
O: -13.59 -2.39 3.99
C: -12.42 -2.53 3.95
O: -11.78 -3.44 3.17
C: -10.37 -3.22 3.31
C: -10.30 -2.52 4.64
F: -9.27 -1.63 4.68
O: -11.52 -1.82 4.70
H: -10.02 -2.58 2.49
H: -9.82 -4.15 3.29
H: -10.22 -3.19 5.50
O: 4.32 5.16 1.52
C: 5.50 5.01 1.49
O: 6.12 4.07 0.75
C: 7.53 4.29 0.87
C: 7.62 5.04 2.17
F: 8.64 5.92 2.18
O: 6.39 5.75 2.20
H: 7.88 4.88 0.02
H: 8.07 3.35 0.88
H: 7.69 4.40 3.06
O: 1.68 -4.24 -5.84
C: 0.66 -4.83 -5.98
O: 0.50 -6.16 -5.77
C: -0.89 -6.46 -5.92
C: -1.37 -5.32 -6.78
F: -2.65 -4.98 -6.50
O: -0.51 -4.26 -6.39
H: -1.37 -6.45 -4.94
H: -1.03 -7.43 -6.38
H: -1.26 -5.49 -7.86
O: -1.86 7.89 1.67
C: -1.10 6.99 1.60
O: 0.04 6.98 0.87
C: 0.73 5.77 1.17
C: -0.38 4.88 1.65
F: 0.07 3.99 2.59
O: -1.27 5.79 2.26
H: 1.48 5.95 1.94
H: 1.23 5.37 0.29
H: -0.90 4.33 0.86
O: 10.13 5.35 -0.55
C: 10.86 4.42 -0.60
O: 11.98 4.36 -1.36
C: 12.65 3.13 -1.04
C: 11.52 2.29 -0.51
F: 11.94 1.42 0.44
O: 10.67 3.26 0.08
H: 13.41 3.31 -0.29
H: 13.12 2.70 -1.93
H: 10.96 1.74 -1.27
O: -0.70 2.27 -7.46
C: -0.67 1.10 -7.63
O: -0.95 0.17 -6.68
C: -0.94 -1.11 -7.31
C: -0.08 -0.86 -8.52
F: -0.46 -1.62 -9.58
O: -0.35 0.50 -8.81
H: -1.96 -1.39 -7.59
H: -0.53 -1.87 -6.65
H: 0.99 -0.99 -8.34

The value obtained for the lowest unoccupied orbital energy is -0.0373 eV. As for the HOMO energy: -9.64 eV. As for the SMILES: C#CC[C@H]1C(=O)O[C@](B(C)O)(N(C(C)=O)C(C)=O)[C@@H]1I.O=C1OC[C@@H](F)O1.O=C1OC[C@@H](F)O1.O=C1OC[C@@H](F)O1.O=C1OC[C@@H](F)O1.O=C1OC[C@@H](F)O1.O=C1OC[C@@H](F)O1.O=C1OC[C@@H](F)O1.O=C1OC[C@@H](F)O1.O=C1OC[C@@H](F)O1. The HOMO-LUMO gap comes out at 9.60 eV. As for the calculated total energy: -141367.738 eV.

---

No. 4
ORCA calculation (ωB97M-V/def2-TZVPD) on a molecular structure, C39H42Cl2N3S2Sb2TeZr.

CARTESIAN COORDINATES (ANGSTROEM)
Zr: -0.59 0.41 0.35
Cl: 1.29 0.02 2.34
C: 1.05 -1.63 2.90
C: 2.06 -2.22 3.63
C: 1.85 -3.52 4.09
C: 0.67 -4.18 3.80
C: -0.33 -3.55 3.07
Cl: -1.78 -4.41 2.72
C: -0.16 -2.25 2.59
S: -1.46 -1.42 1.74
H: 2.97 -1.69 3.86
H: 2.62 -4.01 4.67
H: 0.51 -5.19 4.15
C: -5.02 -2.00 1.04
N: -4.12 -2.08 -0.11
C: -3.91 -3.20 -0.89
C: -3.00 -2.88 -1.83
N: -2.64 -1.56 -1.60
C: -3.34 -1.08 -0.53
S: -3.25 0.51 0.10
C: -1.95 -0.72 -2.51
C: -2.21 -0.84 -3.86
C: -1.60 0.04 -4.74
C: -0.79 1.03 -4.23
C: -0.59 1.08 -2.87
N: -1.13 0.21 -1.99
H: -5.49 -2.97 1.18
H: -5.79 -1.25 0.85
H: -4.45 -1.73 1.93
H: -4.43 -4.12 -0.71
H: -2.57 -3.47 -2.62
H: -2.91 -1.59 -4.21
H: -1.79 -0.04 -5.81
H: -0.32 1.77 -4.87
H: 0.03 1.85 -2.44
C: 2.72 3.70 0.01
Sb: 2.21 1.70 -0.51
C: 2.63 1.79 -2.60
C: 4.02 0.73 0.17
C: 4.61 -0.22 -0.83
C: 5.60 0.24 -1.69
C: 6.19 -0.59 -2.62
C: 5.80 -1.92 -2.70
C: 4.82 -2.39 -1.85
C: 4.21 -1.56 -0.91
C: 3.17 -2.14 0.00
Sb: 1.15 -1.86 -0.72
C: 1.44 -1.90 -2.83
C: 0.35 -3.79 -0.37
H: 3.57 3.98 -0.61
H: 3.03 3.73 1.06
H: 1.91 4.39 -0.16
H: 3.70 1.98 -2.70
H: 2.08 2.61 -3.05
H: 2.39 0.85 -3.08
H: 3.81 0.27 1.13
H: 4.69 1.56 0.35
H: 5.94 1.27 -1.60
H: 6.97 -0.21 -3.27
H: 6.27 -2.58 -3.41
H: 4.54 -3.44 -1.89
H: 3.20 -1.75 1.01
H: 3.27 -3.23 0.06
H: 1.14 -2.88 -3.21
H: 2.50 -1.76 -3.04
H: 0.87 -1.12 -3.33
H: 0.66 -4.45 -1.18
H: -0.73 -3.75 -0.31
H: 0.75 -4.17 0.57
Te: -1.11 3.39 0.14
C: -3.19 3.68 0.35
C: -3.96 3.57 -0.80
C: -5.32 3.84 -0.73
C: -5.89 4.20 0.48
C: -5.10 4.32 1.62
C: -3.74 4.07 1.56
C: -0.64 2.77 2.11
C: 0.49 3.31 2.74
C: 0.76 2.96 4.05
C: -0.07 2.08 4.74
C: -1.19 1.54 4.11
C: -1.48 1.89 2.79
H: -3.52 3.28 -1.75
H: -5.93 3.77 -1.62
H: -6.95 4.42 0.54
H: -5.55 4.63 2.56
H: -3.13 4.20 2.45
H: 1.11 4.04 2.24
H: 1.62 3.40 4.55
H: 0.14 1.83 5.77
H: -1.85 0.88 4.65
H: -2.41 1.54 2.36

The value obtained for the lowest unoccupied orbital energy is -8.9570 eV. As for the HOMO energy: -15.40 eV. The energy above the lowest of the compared OMol25 structures with the same formula, charge and spin is 1.5 kJ/mol. The HOMO-LUMO gap comes out at 6.44 eV. As for the calculated total energy: -113937.621 eV. Its charge is +3.

---

No. 5
ORCA calculation (ωB97M-V/def2-TZVPD) on a molecular structure, C39H42ILiN3O2P2S at a distorted geometry.

CARTESIAN COORDINATES (ANGSTROEM)
Li: 0.31 0.53 -0.08
C: -1.81 3.68 0.49
C: -2.38 2.59 1.42
P: -2.16 0.91 0.72
C: -3.71 0.70 -0.23
C: -3.74 0.54 -1.60
C: -4.93 0.64 -2.30
C: -6.09 0.90 -1.58
C: -6.09 1.02 -0.20
C: -4.89 0.90 0.47
C: -2.45 -0.22 2.14
C: -2.00 0.03 3.41
C: -2.14 -0.90 4.45
C: -2.76 -2.10 4.21
C: -3.20 -2.39 2.94
C: -3.06 -1.46 1.91
P: 0.05 3.52 0.24
C: 0.34 5.31 0.04
C: 0.23 6.06 -1.15
C: 0.40 7.46 -1.15
C: 0.55 8.13 0.06
C: 0.68 7.39 1.22
C: 0.57 6.02 1.23
C: 0.34 2.95 -1.45
C: -0.62 2.66 -2.42
C: -0.24 2.40 -3.69
C: 1.08 2.42 -4.07
C: 2.07 2.63 -3.11
C: 1.67 2.90 -1.78
H: -1.91 4.63 0.99
H: -2.35 3.70 -0.44
H: -3.43 2.81 1.65
H: -1.82 2.59 2.35
H: -2.82 0.37 -2.12
H: -5.01 0.47 -3.36
H: -7.04 0.93 -2.10
H: -6.98 1.24 0.34
H: -4.89 0.99 1.55
H: -1.55 0.97 3.66
H: -1.82 -0.66 5.43
H: -2.90 -2.78 5.03
H: -3.73 -3.34 2.76
H: -3.57 -1.71 0.98
H: 0.01 5.49 -2.06
H: 0.31 8.05 -2.08
H: 0.61 9.19 0.10
H: 0.89 7.91 2.13
H: 0.70 5.47 2.15
H: -1.68 2.64 -2.17
H: -0.98 2.18 -4.45
H: 1.39 2.24 -5.09
H: 3.17 2.70 -3.32
H: 2.44 2.96 -1.01
N: 0.10 -2.36 2.07
C: 1.05 -1.44 2.07
O: 1.02 -0.44 1.35
C: 2.14 -1.58 3.11
I: 2.44 -3.50 3.97
H: -0.68 -2.25 1.46
H: 0.05 -3.22 2.60
H: 1.94 -0.91 3.94
H: 3.11 -1.27 2.73
C: 4.83 -2.13 0.57
C: 4.69 -1.94 -0.96
C: 3.36 -1.39 -1.44
N: 2.25 -2.33 -1.18
C: 0.98 -2.07 -1.49
S: 0.48 -0.59 -2.16
N: -0.01 -2.99 -1.21
C: 0.05 -4.22 -0.46
O: -0.78 -4.43 0.38
C: 1.17 -5.12 -0.76
C: 1.76 -5.79 0.32
C: 2.84 -6.63 0.10
C: 3.35 -6.79 -1.17
C: 2.77 -6.16 -2.28
C: 1.69 -5.30 -2.05
H: 5.75 -2.64 0.85
H: 4.01 -2.70 0.98
H: 4.85 -1.14 1.04
H: 4.93 -2.92 -1.43
H: 5.52 -1.25 -1.25
H: 3.38 -1.08 -2.49
H: 3.12 -0.46 -0.88
H: 2.51 -3.30 -1.01
H: -0.93 -2.59 -1.17
H: 1.33 -5.65 1.32
H: 3.28 -7.19 0.92
H: 4.21 -7.44 -1.30
H: 3.12 -6.31 -3.30
H: 1.24 -4.73 -2.88

The value obtained for the lowest unoccupied orbital energy is -2.6126 eV. As for the HOMO energy: -10.58 eV. The energy above the lowest of the compared OMol25 structures with the same formula, charge and spin is 0.0 kJ/mol. The HOMO-LUMO gap comes out at 7.96 eV. As for the calculated total energy: -87407.167 eV. Its charge is +1.

---

Q: Among the records above, which one has the highest calculated total energy?
A: C39H42BCsN10O2SSi

---

Q: Number 5 is which compound?
A: C39H42ILiN3O2P2S